Entry 1:
92
Properties=species:S:1:pos:R:3:forces:R:3 method="wB97M-V/def2-TZVPD" relative_energy_kcal_mol=47.2 e_homo_ev=-0.907 orbital_gap_ha=0.1950 e_tot_ev=-65790.9648 charge=-2 e_lumo_ha=0.1616 mol_weight_g_mol=804.53
Sn 0.373533 0.318895 0.708096 0.4 -0.1 -0.1
C 2.138065 4.850742 -0.541676 0.0 -0.2 0.1
C 2.221431 3.398714 -0.032921 -0.3 0.3 -0.4
O 1.165417 2.716244 -0.131283 -0.2 0.0 0.0
C 3.445908 2.986830 0.448517 0.5 0.5 -0.1
C 3.771076 1.724413 1.006377 0.3 -0.6 0.4
C 5.239291 1.419570 1.244709 -0.2 0.0 0.0
N 2.880633 0.842575 1.324464 -0.7 0.5 -0.1
N 3.316544 -0.347123 1.847778 0.5 -0.8 0.0
C 2.389504 -0.951858 2.544121 0.6 0.8 -0.1
O 1.265322 -0.457086 2.901960 -0.8 0.0 -0.5
C 2.674196 -2.347619 2.941786 -0.1 -0.7 0.2
C 1.610801 -3.069364 3.484640 0.0 0.3 -0.1
C 1.745656 -4.393947 3.833810 0.1 -0.3 0.1
C 2.960196 -5.034857 3.645165 0.0 -0.2 0.0
C 4.024706 -4.336181 3.090969 0.1 -0.2 0.1
C 3.887244 -3.004693 2.739705 0.0 0.2 -0.1
H 1.532699 4.889597 -1.445741 -0.1 -0.1 -0.1
H 1.646686 5.470310 0.207613 -0.1 0.1 0.1
H 3.118314 5.275688 -0.748963 0.1 0.0 0.0
H 4.260900 3.703564 0.400629 -0.1 -0.1 -0.1
H 5.879817 2.238686 0.911454 -0.1 0.0 0.0
H 5.425298 1.207578 2.298648 0.0 0.0 0.0
H 5.470928 0.509306 0.690042 0.2 0.0 0.0
H 0.671035 -2.550249 3.583336 -0.1 0.1 0.1
H 0.896336 -4.932635 4.236559 0.0 -0.1 0.0
H 3.069162 -6.079559 3.911384 0.0 0.0 0.0
H 4.967140 -4.850094 2.922960 0.0 0.1 0.0
H 4.701238 -2.464005 2.277679 0.0 0.1 0.0
O -1.825132 0.538706 1.179174 0.7 -0.1 0.4
C -3.148608 0.614430 0.986771 -0.6 -0.3 0.0
C -3.768451 -0.801895 0.734365 0.2 0.5 0.1
C -3.389644 -1.505239 -0.536036 -0.6 -0.3 -0.3
C -4.362006 -2.224761 -1.241354 0.0 -0.1 0.0
C -3.970685 -3.011676 -2.310935 0.0 0.0 0.0
C -2.637746 -3.030858 -2.671795 0.0 0.1 0.0
C -1.740701 -2.204752 -1.982518 -0.4 -0.5 -0.4
C -0.317267 -2.146055 -2.422470 0.5 -0.1 0.3
C 0.712724 -2.628014 -1.325160 -0.3 -0.1 -0.7
O 0.826062 -1.743063 -0.328857 -0.1 0.6 1.0
C 0.244673 -4.014123 -0.836354 0.2 0.0 0.1
C -0.468957 -4.105328 0.350795 0.1 0.1 0.0
C -0.844070 -5.337222 0.853973 -0.1 -0.1 0.1
C -0.485409 -6.499488 0.189807 -0.1 -0.2 0.1
C 0.227357 -6.418673 -0.993368 0.0 -0.2 -0.1
C 0.578686 -5.183677 -1.509305 -0.1 0.0 -0.1
C 2.102342 -2.828738 -1.952406 0.1 0.1 -0.1
C 3.111385 -3.164353 -1.051741 0.1 0.0 0.0
C 4.407942 -3.369250 -1.475029 0.0 -0.1 0.1
C 4.734777 -3.226389 -2.815303 0.1 0.0 -0.1
C 3.747889 -2.868064 -3.713096 0.3 0.0 -0.2
C 2.441103 -2.675366 -3.290703 -0.2 0.0 0.1
N -2.130946 -1.487378 -0.938904 0.5 0.4 0.2
C -3.841538 1.176866 2.254523 0.0 -0.1 0.1
C -3.104157 1.248115 3.428835 0.1 -0.1 -0.2
C -3.648014 1.798287 4.573823 -0.1 0.1 0.2
C -4.940979 2.296302 4.562043 -0.1 0.1 0.2
C -5.684014 2.229223 3.394413 -0.2 0.0 0.0
C -5.139813 1.671154 2.249359 0.0 -0.1 0.1
C -3.470015 1.626967 -0.109900 0.1 0.0 -0.3
C -4.359777 1.439204 -1.155911 0.0 0.0 0.1
C -4.583634 2.455002 -2.074583 -0.2 0.1 -0.2
C -3.934287 3.670185 -1.951595 -0.2 0.1 -0.2
C -3.025282 3.855816 -0.920464 0.1 0.1 0.0
C -2.789062 2.837615 -0.021720 0.1 0.1 -0.1
H -4.857825 -0.761291 0.820907 0.0 -0.1 0.0
H -3.373577 -1.400474 1.558941 -0.1 0.0 0.1
H -5.400959 -2.198108 -0.939831 0.0 0.1 0.1
H -4.697320 -3.608037 -2.855972 0.0 0.0 0.1
H -2.298761 -3.654522 -3.489727 0.1 0.0 0.0
H -0.035045 -1.110788 -2.624568 0.0 0.0 -0.2
H -0.211023 -2.760433 -3.320679 0.0 0.1 0.0
H -0.677546 -3.185632 0.876788 0.0 0.1 0.1
H -1.406807 -5.396788 1.777230 0.0 0.0 0.1
H -0.738339 -7.467699 0.604592 -0.1 0.0 0.0
H 0.524994 -7.323729 -1.510357 0.0 0.0 0.0
H 1.148417 -5.136893 -2.428187 0.1 0.0 0.0
H 2.852666 -3.235412 -0.005969 0.0 0.0 0.1
H 5.173380 -3.634345 -0.758619 0.0 0.0 0.1
H 5.754164 -3.381197 -3.151740 0.0 0.0 0.0
H 3.999522 -2.733553 -4.758394 0.0 0.0 -0.1
H 1.705236 -2.396279 -4.032122 -0.1 0.0 0.0
H -2.087041 0.881578 3.402157 0.1 0.0 0.0
H -3.053111 1.854571 5.476198 0.0 0.0 0.1
H -5.365866 2.740749 5.455434 0.0 0.0 0.0
H -6.691286 2.629418 3.371492 0.0 0.0 0.0
H -5.721477 1.635587 1.336621 0.0 0.0 -0.1
H -4.873722 0.496640 -1.278554 -0.1 -0.1 0.0
H -5.271181 2.294838 -2.898393 0.0 0.0 0.0
H -4.136759 4.469829 -2.655812 0.1 0.0 0.0
H -2.492338 4.793821 -0.829933 0.1 0.0 0.0
H -2.044216 2.941086 0.751316 0.1 0.1 0.1

Entry 2:
104
Properties=species:S:1:pos:R:3:forces:R:3 method="wB97M-V/def2-TZVPD" relative_energy_kcal_mol=46.4 e_homo_ev="-1.037 / -2.164" orbital_gap_ha="0.1662 / 0.2076" e_tot_ev=-251766.1076 spin_multiplicity=2 charge=-2 e_lumo_ha="0.1281 / 0.1281" s2=0.788 mol_weight_g_mol=1050.72
Ti -0.716721 0.134290 0.812067 0.4 0.2 -0.4
C -3.674539 -4.687482 -2.792331 0.0 0.0 0.0
C -2.397558 -4.008444 -2.319843 0.0 0.0 0.0
N -2.515529 -2.572402 -2.405723 -0.1 0.0 0.1
C -2.059722 -1.658465 -1.493331 0.1 0.0 -0.1
S -1.632150 -2.227858 0.069943 0.2 0.2 0.1
N -2.028567 -0.445697 -2.006556 0.1 -0.1 0.1
N -1.804689 0.635494 -1.194226 0.1 -0.1 -0.2
C -1.630110 1.732549 -1.853411 -0.1 0.0 0.0
C -1.404545 1.763319 -3.340109 0.0 0.1 -0.1
C -1.790743 3.068481 -1.225945 0.1 0.1 -0.1
C -1.035995 4.150078 -1.689979 0.0 0.0 0.0
C -1.346120 5.423947 -1.260690 0.0 0.0 0.0
C -2.406213 5.590279 -0.383020 0.0 0.0 0.1
C -3.088921 4.461524 0.035647 0.0 0.0 0.0
N -2.803598 3.229743 -0.375138 0.2 0.1 0.1
H -3.569806 -5.773536 -2.754666 0.0 0.0 0.0
H -3.911922 -4.409952 -3.822634 0.0 0.0 0.0
H -4.515032 -4.391286 -2.162686 0.0 0.0 0.0
H -1.539268 -4.361725 -2.904157 0.0 0.0 0.0
H -2.196230 -4.263313 -1.282130 0.0 0.0 0.0
H -2.662585 -2.166005 -3.317069 0.0 0.0 0.0
H -1.540599 0.777135 -3.767322 0.0 0.0 0.0
H -0.379499 2.093067 -3.534229 0.0 0.0 0.0
H -2.076300 2.476528 -3.821493 0.0 0.0 0.0
H -0.214128 3.988680 -2.372503 0.0 0.0 0.0
H -0.759853 6.270327 -1.594575 0.0 0.0 0.0
H -2.687015 6.566883 -0.010749 0.0 0.0 0.0
H -3.920585 4.547325 0.726856 0.0 0.0 0.0
Br 9.074396 -1.940758 0.477153 0.0 0.0 0.0
C 7.710529 -2.569890 -0.699603 0.0 0.0 0.0
C 7.731709 -3.889407 -1.133689 0.0 0.0 0.0
C 6.753081 -4.332718 -1.997781 0.0 0.0 0.0
C 5.717146 -3.487447 -2.457332 0.3 0.1 -0.1
C 5.721676 -2.156869 -1.978816 0.1 0.1 0.0
C 6.709202 -1.709124 -1.119131 0.0 0.0 0.0
N 4.864388 -4.010863 -3.393766 -0.1 0.0 0.0
N 3.754313 -3.372871 -3.721140 0.0 0.0 0.0
C 3.020080 -2.637102 -2.826804 -0.2 -0.1 0.0
C 2.264445 -1.581372 -3.336468 -0.1 0.0 0.0
C 1.440323 -0.805190 -2.524609 0.1 -0.1 -0.1
C 1.302004 -1.057140 -1.177484 -0.4 0.2 -0.4
O 0.459416 -0.271130 -0.469444 0.7 0.2 0.4
C 1.980988 -2.164938 -0.603226 0.0 -0.1 0.0
N 1.748975 -2.451958 0.703250 0.0 0.0 0.0
C 2.340704 -3.492652 1.227023 0.0 0.0 0.0
C 3.180314 -4.356871 0.501185 0.0 0.0 0.0
C 3.418965 -4.083343 -0.817336 -0.1 -0.1 0.1
C 2.840347 -2.948794 -1.423406 -0.1 -0.1 0.0
H 8.510077 -4.561119 -0.794577 0.0 0.0 0.0
H 6.762643 -5.354543 -2.357904 0.0 0.0 0.0
H 4.950634 -1.468439 -2.295409 0.1 0.0 0.0
H 6.695727 -0.684624 -0.769487 0.0 0.0 0.0
H 2.348899 -1.366399 -4.394340 0.0 0.0 0.0
H 0.870823 0.013169 -2.948426 0.0 0.0 0.0
H 2.147188 -3.680054 2.280073 0.0 0.0 0.0
H 3.629004 -5.212430 0.988462 0.0 0.0 0.0
H 4.046812 -4.730852 -1.413590 -0.1 0.0 0.1
N 0.887715 -0.151361 2.222035 -0.5 -0.3 0.1
C 1.559136 -0.240106 3.160991 0.0 0.0 -0.1
C 2.361414 -0.350188 4.283978 0.0 0.0 0.0
C 2.540276 0.771472 5.126380 0.0 0.0 0.0
N 2.686413 1.688030 5.814699 0.0 0.0 0.0
C 2.911823 -1.606426 4.634381 0.1 0.0 0.0
N 3.362795 -2.626951 4.932258 0.0 0.0 0.0
C -1.309409 0.551461 4.294292 0.0 0.0 0.0
Si -1.405041 2.094351 3.209549 -0.1 0.0 0.1
C -0.649923 3.346684 4.409702 0.0 0.1 -0.2
C -3.202191 2.629696 2.999143 0.0 0.0 0.0
N -0.574103 1.974073 1.630290 -0.1 -0.6 -0.2
C 0.407615 2.898188 1.252655 0.1 0.1 -0.1
C 0.323910 4.254789 1.601276 -0.1 0.0 -0.1
C 1.273474 5.175878 1.192568 0.0 0.0 0.0
C 2.348952 4.789833 0.406880 0.0 0.0 0.0
C 2.451868 3.452114 0.047438 0.0 0.0 0.0
C 1.508441 2.526260 0.459425 0.1 -0.1 0.1
H -2.263549 0.473895 4.822982 0.0 0.0 0.0
H -0.515862 0.686831 5.034345 0.0 0.0 0.0
H -1.157347 -0.403273 3.803828 0.0 0.0 0.0
H -1.060793 3.069119 5.385879 0.0 0.0 0.0
H -0.914787 4.388726 4.226998 0.0 0.0 0.0
H 0.437207 3.273905 4.484906 0.0 0.0 0.0
H -3.828254 2.106422 3.726223 0.0 0.0 0.0
H -3.580168 2.407595 2.002539 0.0 0.0 0.0
H -3.306264 3.704089 3.175918 0.0 0.0 0.0
H -0.523531 4.603099 2.169720 -0.1 0.0 0.0
H 1.157818 6.213509 1.487395 0.0 0.0 0.0
H 3.096083 5.508722 0.094262 0.0 0.0 0.0
H 3.286895 3.110300 -0.552841 0.0 0.0 0.0
H 1.639562 1.491823 0.173212 0.0 0.1 0.0
Br -5.266461 1.834421 -2.656218 0.0 0.0 0.0
C -5.306640 0.432405 -1.367897 0.0 0.0 0.1
C -6.129139 -0.657264 -1.583214 0.0 0.0 0.0
C -6.124990 -1.688090 -0.650049 0.0 0.0 0.0
C -5.310553 -1.618446 0.466802 -0.1 0.0 0.0
C -4.479026 -0.519312 0.652061 -0.1 -0.1 0.0
C -4.475850 0.521271 -0.265381 0.0 0.0 0.0
C -3.580079 -0.497397 1.855202 -0.1 0.0 0.0
O -3.958000 -0.923551 2.924626 0.0 -0.1 0.0
O -2.403892 0.037636 1.651613 -0.3 0.4 0.6
H -6.750007 -0.707050 -2.467348 0.0 0.0 0.0
H -6.755829 -2.553950 -0.809528 0.0 0.0 0.0
H -5.287659 -2.417230 1.195411 0.0 0.0 0.0
H -3.808292 1.366270 -0.142810 -0.2 -0.1 0.1

Entry 3:
100
Properties=species:S:1:pos:R:3:forces:R:3 method="wB97M-V/def2-TZVPD" relative_energy_kcal_mol=13.7 e_homo_ev=-6.733 orbital_gap_ha=0.2100 e_tot_ev=-170573.1589 charge=0 e_lumo_ha=-0.0374 mol_weight_g_mol=1105.36
Tl -0.591300 -1.817731 0.229011 -0.2 0.0 -0.3
N -1.507331 -3.758785 -3.949658 -0.2 -0.2 -0.3
C -0.894429 -3.615468 -2.747583 0.6 0.5 0.2
S 0.243261 -2.349514 -2.611210 0.3 0.4 0.2
N -1.212935 -4.511204 -1.848000 -1.0 -1.3 -0.3
N -0.906329 -4.331722 -0.572366 0.5 0.4 0.5
C -0.948609 -5.339674 0.246891 -0.1 0.3 -1.2
C -1.236053 -6.716521 -0.208983 -0.1 -0.1 -0.1
C -0.334585 -7.748977 0.035584 -0.1 0.2 0.0
C -0.581060 -9.018319 -0.453058 0.1 -0.2 0.0
C -1.728550 -9.268775 -1.187055 0.1 -0.1 0.0
C -2.633863 -8.247835 -1.425758 -0.1 0.0 0.0
C -2.388550 -6.977273 -0.942546 -0.1 0.0 0.2
C -0.688184 -5.085087 1.650690 0.1 0.1 0.9
C -0.995331 -6.046952 2.625640 0.0 0.2 -0.2
C -0.727682 -5.777123 3.949912 0.1 0.3 0.0
C -0.156289 -4.554581 4.285071 -0.1 -0.1 0.0
C 0.100843 -3.653042 3.266157 0.0 0.0 0.2
N -0.155019 -3.899392 1.991791 0.0 -0.3 -0.2
H -1.088018 -3.304544 -4.743565 0.0 0.0 0.1
H -2.020867 -4.611603 -4.099855 0.0 0.0 0.0
H 0.563749 -7.545450 0.602129 0.1 0.0 0.0
H 0.128736 -9.811542 -0.266925 0.0 -0.1 0.0
H -1.911205 -10.256905 -1.579426 0.0 -0.1 0.0
H -3.531559 -8.441534 -1.994377 -0.1 0.0 0.0
H -3.088152 -6.174468 -1.116079 0.0 0.0 -0.1
H -1.445493 -6.981462 2.331063 0.0 -0.1 0.0
H -0.954353 -6.508575 4.712388 0.0 0.0 0.0
H 0.082302 -4.312870 5.307719 0.0 0.1 0.1
H 0.544099 -2.686988 3.473748 0.0 0.1 0.1
C 2.579006 -3.114790 0.149620 0.1 -0.4 -0.1
O 2.169858 -1.764310 0.279698 0.0 0.4 0.0
C 2.894111 -0.798844 -0.336715 0.1 0.3 -0.1
C 4.147620 -1.001937 -0.898137 -0.2 -0.1 0.1
C 4.815647 0.063241 -1.484245 0.1 0.2 0.0
Br 6.509629 -0.245523 -2.282592 0.0 0.0 0.1
C 4.290717 1.333918 -1.502564 -0.1 -0.2 0.0
C 3.024285 1.555089 -0.951165 0.2 -0.7 0.2
C 2.315781 0.485889 -0.397287 0.1 0.1 -0.2
O 1.038197 0.635499 0.086183 0.2 0.0 0.1
C 2.493063 2.910122 -1.004526 -0.2 0.4 -0.1
N 2.865190 3.793175 -1.891903 0.3 -0.5 -0.3
C 2.165195 4.933842 -1.615283 -0.5 0.1 0.7
C 2.170482 6.179154 -2.239725 -0.1 -0.1 0.0
C 1.336119 7.152267 -1.731883 0.0 0.2 -0.1
C 0.522279 6.920504 -0.620237 -0.1 0.0 0.1
C 0.512049 5.699999 0.024828 -0.1 0.0 0.1
C 1.335401 4.713128 -0.489190 0.2 0.3 -0.5
N 1.546837 3.406807 -0.129386 0.0 -0.2 -0.1
H 2.600393 -3.420280 -0.898620 0.0 0.1 0.0
H 1.820243 -3.692564 0.675388 0.1 0.0 -0.1
H 3.554298 -3.277757 0.613900 0.0 0.0 0.0
H 4.601195 -1.979697 -0.907299 0.0 -0.1 0.0
H 4.820184 2.163206 -1.942468 0.0 0.0 0.0
H 0.565195 1.276974 -0.459539 0.0 0.0 -0.1
H 2.802897 6.370084 -3.091601 0.1 0.0 -0.1
H 1.307381 8.125754 -2.199090 0.0 0.1 0.0
H -0.104243 7.719073 -0.252806 -0.1 0.1 0.0
H -0.101981 5.519030 0.894682 -0.1 0.0 0.1
H 1.269678 2.991907 0.750842 0.1 0.0 -0.1
S -1.868591 -0.228288 2.657021 -0.2 0.3 -0.1
C -2.309616 1.162140 1.846359 0.9 -0.3 2.2
N -2.109069 2.385163 2.398500 -0.3 -0.4 -0.5
C -2.714745 3.528317 1.765430 -0.1 0.3 -0.5
C -2.451890 3.461564 0.269724 0.1 0.4 0.5
N -2.967932 2.213889 -0.234816 0.1 -0.3 0.6
C -3.360643 2.182020 -1.631469 -0.1 -0.1 -0.4
C -2.156403 2.200610 -2.542764 0.0 0.0 0.1
C -1.456992 3.383721 -2.758020 0.0 0.0 0.0
C -0.338462 3.402521 -3.571490 0.0 0.2 0.1
C 0.089620 2.238719 -4.185860 0.0 -0.1 0.0
C -0.600695 1.056125 -3.978314 0.1 0.0 -0.1
C -1.711782 1.034927 -3.152427 -0.1 -0.1 0.0
C -2.874588 1.086066 0.512705 -1.3 -0.6 -2.0
S -3.392685 -0.382697 -0.094439 0.1 0.3 0.3
C -1.503195 2.568332 3.702163 0.1 -0.1 0.2
C -0.118817 3.141678 3.563680 -0.1 0.2 0.1
C 0.930465 2.335949 3.136588 0.0 -0.2 0.0
C 2.201908 2.862611 2.993408 0.1 0.0 0.0
C 2.435843 4.201463 3.265969 0.0 0.1 0.0
C 1.395135 5.007371 3.688701 0.1 0.2 0.0
C 0.122718 4.481888 3.833371 -0.1 -0.1 0.0
H -2.290854 4.437697 2.188937 0.0 0.0 0.0
H -3.800119 3.526539 1.936709 0.1 0.1 0.1
H -1.376648 3.550922 0.066919 -0.1 0.1 0.0
H -2.966692 4.282565 -0.234026 0.1 0.0 0.0
H -3.995440 3.053544 -1.821359 0.0 0.0 0.1
H -3.942780 1.272858 -1.789013 0.0 0.2 0.0
H -1.790228 4.303895 -2.299401 -0.1 0.1 0.0
H 0.194130 4.329245 -3.724243 0.1 0.1 0.0
H 0.952351 2.258769 -4.832685 0.1 0.0 -0.1
H -0.271419 0.145249 -4.452362 0.0 -0.1 0.0
H -2.237470 0.106827 -2.986658 -0.1 -0.1 0.0
H -1.457881 1.587173 4.179546 -0.1 0.2 0.0
H -2.135403 3.230134 4.301521 0.0 0.0 -0.1
H 0.746995 1.289853 2.938626 0.0 -0.1 -0.1
H 3.015716 2.226981 2.677810 0.1 -0.1 -0.1
H 3.426663 4.613547 3.163128 0.1 0.0 0.0
H 1.570867 6.047554 3.915373 0.0 0.1 0.0
H -0.685323 5.113521 4.176927 -0.1 0.1 0.0